1.
Molecular formula: CHF3N2O2S
Method: DFT, ωB97M-V with the def2-TZVPD basis set

XYZ file:
```
10
Properties=species:S:1:pos:R:3:nbo_charge:R:1
C 0.96375 1.16379 0.15723 0.7645
N -2.13971 -1.22833 -0.20990 -0.2622
N -1.34038 -0.52023 -0.70114 -0.1417
O 1.39261 -1.37325 -0.60633 -0.8761
O 0.39518 -1.08088 1.60920 -0.8735
F 2.05222 1.23625 -0.50986 -0.2973
F 1.17628 1.75930 1.27880 -0.2934
F 0.05753 1.89133 -0.56286 -0.3414
S 0.42296 -0.78354 0.23643 1.9745
H -2.98045 -1.06444 -0.69157 0.3465
```

## Properties
Charge = 0
Structure (SMILES) = [H]/N=N/S(=O)(=O)C(F)(F)F
Lowest unoccupied orbital energy = -0.406 eV
Calculated total energy = -27112.502 eV

=====

2.
Molecular formula: C5H13NO2
Method: DFT, ωB97M-V with the def2-TZVPD basis set

XYZ file:
```
21
Properties=species:S:1:pos:R:3:nbo_charge:R:1
C -0.18118 0.74325 1.48686 -0.3978
C 0.58488 -0.52942 1.84108 -0.6110
C -1.68318 0.58174 1.70306 -0.6077
H 0.00894 1.00865 0.44376 0.2030
H 0.18873 1.56733 2.10330 0.1972
H 1.64853 -0.41764 1.63249 0.2106
H 0.47809 -0.76216 2.90088 0.2072
H -1.90080 0.33533 2.74233 0.1974
H -2.21058 1.49956 1.44885 0.2094
H -2.08014 -0.22160 1.08238 0.2046
H 0.20158 -1.37562 1.26781 0.1862
C 1.85655 0.43527 -1.79786 -0.7712
N 0.01951 -1.17256 -1.77590 -0.4036
C 0.57038 0.46099 -2.19437 0.5902
O -1.34282 -1.06339 -1.51155 -0.5471
O -0.40782 1.14535 -2.34094 -0.6382
H -1.54595 -0.12955 -1.80565 0.4952
H 0.19235 -1.85061 -2.51643 0.3963
H 2.45581 -0.45738 -1.85102 0.2082
H 2.44241 1.32720 -1.95165 0.2327
H 0.70472 -1.12476 -0.90745 0.4383
```

## Properties
Relative energy (zero: lowest compared OMol25 entry of this formula, charge and spin) = 4.2358 eV
Charge = 0
Structure (SMILES) = C=C([O-])[NH2+]O.CCC
Lowest unoccupied orbital energy = 0.648 eV
Calculated total energy = -10977.643 eV

=====

3.
Molecular formula: C4H15NSi2
Method: DFT, ωB97M-V with the def2-TZVPD basis set

XYZ file:
```
22
Properties=species:S:1:pos:R:3:nbo_charge:R:1
C -2.37744 -1.34820 0.47749 -0.6316
C 2.03003 0.12191 -1.54824 -0.3965
C 2.28677 0.86714 0.73879 -0.3949
C -1.32822 -0.46382 -0.14610 -1.0714
N 1.59986 -0.07235 -0.14475 -0.8882
Si 0.35476 -1.09914 0.41930 1.3700
Si -1.84804 1.41813 0.12564 0.8810
H -2.14995 -1.09173 1.52801 0.1984
H -3.47691 -1.08237 0.37601 0.2126
H -2.26704 -2.46205 0.30283 0.2143
H 1.14410 -0.22169 -2.23965 0.1998
H 2.48230 1.13063 -1.71290 0.1967
H 2.85846 -0.47481 -1.67963 0.1853
H 3.34650 1.01487 0.61671 0.1877
H 1.87688 1.92649 0.42772 0.1654
H 2.04917 0.60084 1.76933 0.2049
H -1.41798 -0.59481 -1.21195 0.2453
H -2.46318 1.73033 1.44232 -0.1547
H 0.37352 -2.45646 -0.29398 -0.1980
H 0.62362 -1.28178 1.89684 -0.1751
H -2.94148 1.68436 -0.82558 -0.1713
H -0.75569 2.15451 -0.31823 -0.1796
```

## Properties
Relative energy (zero: lowest compared OMol25 entry of this formula, charge and spin) = 2.9896 eV
Charge = 0
Structure (SMILES) = C[C@@H]([SiH3])[SiH2]N(C)C
Lowest unoccupied orbital energy = 0.864 eV
Calculated total energy = -21635.006 eV

=====

4.
Molecular formula: CO4S2
Method: DFT, ωB97M-V with the def2-TZVPD basis set

XYZ file:
```
7
Properties=species:S:1:pos:R:3:nbo_charge:R:1
C -2.31881 0.50170 -0.24249 0.4081
O -0.93737 -1.29681 0.82473 -0.8552
O -2.52601 1.48048 0.32049 -0.4626
O 3.25581 0.47947 -0.30016 -0.8276
O 0.90456 -0.20231 -0.49160 -0.9388
S -0.61859 -0.79084 -0.49896 1.3644
S 2.24040 -0.17169 0.38799 1.3116
```

## Properties
Relative energy (zero: lowest compared OMol25 entry of this formula, charge and spin) = 3.4537 eV
Charge = 0
Lowest unoccupied orbital energy (alpha / beta) = -1.666 / -0.889 eV
Calculated total energy = -30893.253 eV

=====

5.
Molecular formula: C6H10N2O
Method: DFT, ωB97M-V with the def2-TZVPD basis set

XYZ file:
```
19
Properties=species:S:1:pos:R:3:nbo_charge:R:1
C -0.48485 -0.35619 1.17334 -0.6166
C 0.38452 -0.26333 -0.08909 -0.1300
N -0.26794 -0.67526 -1.33450 -0.5913
C -0.56225 -2.09362 -1.40997 -0.3237
C -0.85359 -2.51586 -2.79301 0.2778
N -1.19361 -2.95316 -3.81174 -0.3084
C 0.91616 1.10112 -0.25200 0.0105
C 1.42198 2.19636 -0.35268 -0.2580
H 0.10395 -0.07779 2.05804 0.2296
H -1.35247 0.31352 1.09178 0.2170
H -0.83602 -1.38461 1.32753 0.2093
H 1.25570 -0.92527 0.04655 0.2189
H -1.10784 -0.12273 -1.48613 0.3684
H 0.32459 -2.66145 -1.08605 0.2358
H -1.39954 -2.43581 -0.77445 0.2140
H 1.80434 3.19406 -0.48108 0.2472
O 0.51887 3.03742 3.04664 -0.9522
H 0.86376 2.61416 2.25048 0.4789
H 0.46424 4.00846 2.87631 0.4727
```

## Properties
Relative energy (zero: lowest compared OMol25 entry of this formula, charge and spin) = 2.8636 eV
Charge = 0
Structure (SMILES) = C#C[C@@H](C)NCC#N.O
Lowest unoccupied orbital energy = 0.589 eV
Calculated total energy = -11409.224 eV

=====

6.
Molecular formula: C26H67BrN13O5S
Method: DFT, ωB97M-V with the def2-TZVPD basis set

XYZ file:
```
113
Properties=species:S:1:pos:R:3:lowdin_charge:R:1
C 3.31172 -5.08656 -0.20190 -0.0900
N 3.12470 -3.97820 -1.16493 -0.0882
C 2.51701 -2.85031 -0.46994 -0.1953
N 2.46124 -1.59691 -1.25034 -0.0103
C 3.61673 -0.69461 -0.97618 -0.0655
C 3.43965 0.13028 0.31420 -0.6643
N 2.02770 0.38862 0.60098 0.0956
N 4.21636 1.34911 0.05547 0.0862
N 4.01046 -0.46428 1.50382 0.0970
C 2.25610 -1.73367 -2.60008 -0.4043
N 1.07932 -1.55732 -3.10619 0.1603
C -0.14112 -1.23277 -2.35376 -0.1618
C -0.71098 -2.38879 -1.50954 -0.4001
S -1.08857 -1.84185 0.18478 1.0062
C -2.04676 -0.44500 -0.09742 -0.7014
N -1.62427 0.68573 -0.46224 0.0534
N -2.71064 1.52203 -0.57506 0.0795
C -3.71815 0.81644 -0.24709 -0.1962
O -3.41092 -0.42773 0.06279 0.0599
N 3.34978 -1.97706 -3.48014 -0.4873
C 3.74697 -0.75628 -4.26173 -0.1092
Br 3.02020 -3.43984 -4.60229 0.8432
H 3.62006 -4.71975 0.76949 0.0820
H 2.36494 -5.60833 -0.04890 0.0829
H 4.02306 -5.81162 -0.57325 0.0818
H 2.46677 -4.34924 -1.84173 0.0610
H 1.54297 -3.13044 -0.06341 0.1018
H 3.14415 -2.63588 0.38048 0.1060
H 3.69667 -0.01403 -1.81056 0.0966
H 4.51073 -1.30277 -0.90088 0.1356
H 2.02568 1.12714 1.29696 0.0831
H 1.56416 0.79567 -0.20369 0.0648
H 3.84455 1.84065 -0.74538 0.0688
H 4.19815 1.92231 0.89214 0.0510
H 3.29414 -0.98303 1.99763 0.0785
H 4.75262 -1.11155 1.27507 0.0795
H 0.98450 -1.61582 -4.11357 0.1468
H -0.90184 -0.95965 -3.07064 0.1314
H 0.04614 -0.34920 -1.76028 0.0838
H -0.08009 -3.26349 -1.48966 0.0683
H -1.64878 -2.69998 -1.95555 0.0657
H -4.72074 1.18949 -0.22001 0.1420
H 3.25878 0.12262 -3.86116 0.0839
H 3.45605 -0.88620 -5.29666 0.0589
H 4.81959 -0.65869 -4.20610 0.0930
C -7.29270 -4.26264 -2.65165 -0.0608
C -6.47744 -3.03696 -2.25723 -0.4259
C -5.18874 -2.86804 -3.07364 -0.2042
O -4.13222 -3.73943 -2.70255 -0.2131
C -4.20177 -5.04106 -3.26247 -0.0983
N -6.21562 -3.08099 -0.81435 0.0487
H -6.86478 -5.18783 -2.26557 0.0677
H -8.30153 -4.18827 -2.24742 0.0817
H -7.37347 -4.34628 -3.73773 0.0685
H -7.09504 -2.15694 -2.45842 0.1372
H -4.80724 -1.85777 -2.89291 0.1136
H -5.38654 -2.94541 -4.15016 0.1217
H -4.62342 -5.02417 -4.27052 0.0936
H -4.78392 -5.71235 -2.62894 0.0791
H -3.18560 -5.43349 -3.31622 0.0831
H -5.76611 -2.21567 -0.52674 0.0569
H -5.50994 -3.79361 -0.64799 0.0705
C 5.62787 1.76161 4.57603 -0.0694
C 5.33852 3.24140 4.34274 -0.4201
C 4.72316 3.95340 5.55340 -0.2085
O 3.34806 3.67847 5.76226 -0.1887
C 3.06947 2.47507 6.45260 -0.1070
N 4.49926 3.37681 3.14652 0.0388
H 4.72208 1.15594 4.54428 0.0560
H 6.29185 1.38210 3.79935 0.0736
H 6.11352 1.60361 5.54076 0.0793
H 6.29482 3.72996 4.13958 0.1386
H 4.78172 5.02860 5.37489 0.1021
H 5.29910 3.75605 6.46568 0.1181
H 3.83048 2.25718 7.20703 0.0919
H 2.98314 1.63154 5.76250 0.0719
H 2.10901 2.59633 6.95339 0.0872
H 4.39328 4.36373 2.92728 0.0768
H 3.55995 3.08167 3.40349 0.0659
C -10.58791 -3.81349 -8.66147 -0.0690
C -9.75196 -4.72737 -7.77099 -0.4317
C -9.49093 -4.15683 -6.36884 -0.2113
O -8.50121 -3.14177 -6.32119 -0.2067
C -8.96260 -1.84605 -6.66218 -0.1048
N -8.50847 -5.06320 -8.47134 0.0390
H -10.00795 -2.97685 -9.04989 0.0642
H -10.96150 -4.36890 -9.52087 0.0777
H -11.44786 -3.41346 -8.12066 0.0795
H -10.31861 -5.65272 -7.63388 0.1360
H -9.10650 -4.96648 -5.74200 0.1145
H -10.42023 -3.80967 -5.89966 0.1214
H -9.99146 -1.68339 -6.33096 0.0925
H -8.88791 -1.66917 -7.73707 0.0760
H -8.31758 -1.12351 -6.16128 0.0836
H -7.99855 -5.75780 -7.93248 0.0697
H -7.91015 -4.24174 -8.44770 0.0669
C 4.89547 7.76296 6.90611 -0.0641
C 5.82658 6.96661 7.81554 -0.4333
C 6.25533 7.72760 9.07877 -0.2104
O 7.24473 8.71369 8.86657 -0.1876
C 6.76695 9.96392 8.40358 -0.1036
N 6.98307 6.51062 7.03385 0.0418
H 5.42999 8.52391 6.33818 0.0674
H 4.41719 7.10156 6.18392 0.0580
H 4.10790 8.25359 7.48087 0.0817
H 5.27434 6.08207 8.14875 0.1304
H 6.70722 7.00837 9.76719 0.1224
H 5.38789 8.15897 9.59524 0.1211
H 5.78653 10.20221 8.82522 0.0908
H 6.71612 9.98995 7.31252 0.0748
H 7.47678 10.72623 8.72275 0.0882
H 7.54931 5.89799 7.61445 0.0739
H 7.57788 7.32036 6.87819 0.0702
```

## Properties
Relative energy (zero: lowest compared OMol25 entry of this formula, charge and spin) = 0.0000 eV
Charge = +1
Lowest unoccupied orbital energy = -4.127 eV
Calculated total energy = -138523.822 eV